ORCA calculation (the ωB97M-V functional and the def2-TZVPD basis) on C44H53N5O2PS2SeSiTi as an isolated structure at a distorted geometry.

As for the energy relative to the best compared isomer or geometry (same formula, charge and spin): 0.8484 eV. As for the total charge: +1. As for the spin multiplicity: 3. Its HOMO-LUMO gap (spin up / spin down) is 5.3 / 7.0 eV.

Structure (XYZ):
```
110
Properties=species:S:1:pos:R:3:forces:R:3:lowdin_spin:R:1
Ti 1.754800 0.983961 0.945595 -0.6666 1.8600 -0.3108 1.17
C -5.864618 -0.732579 3.968064 0.0046 -0.0335 -0.0319 0.00
C -4.769635 -0.239408 3.078350 0.0761 0.0176 -0.0284 0.00
C -5.088856 0.369880 1.867168 0.1086 0.0510 0.0350 0.00
C -4.103652 0.799703 1.002911 0.0416 0.0753 -0.0356 0.00
C -2.774098 0.619507 1.347768 0.0242 0.3850 -0.0085 0.00
C -2.433137 0.048424 2.558801 0.4640 0.0917 -0.0505 0.00
C -3.428398 -0.399199 3.409512 -0.1373 0.1561 -0.1038 0.00
S -1.535231 1.283301 0.223594 -0.1195 -0.6986 0.6537 0.01
O -0.216226 0.867335 0.907908 -2.3103 0.1692 -0.0106 0.02
C -1.811202 0.256517 -1.212320 -0.3718 -0.4344 -0.2032 0.00
C -1.688442 0.972775 -2.414675 0.0520 0.1629 -0.1969 0.00
C -1.781275 0.328208 -3.612731 -0.1209 -0.2410 0.0714 0.00
C -2.030677 -1.065091 -3.662109 0.0455 0.2241 0.3726 0.00
C -2.082039 -1.755663 -4.886348 -0.1107 -0.4426 -0.3121 0.00
C -2.279025 -3.113179 -4.920574 0.1682 0.5689 -0.2284 0.00
C -2.439441 -3.827285 -3.727589 -0.0840 -0.0460 0.6001 0.00
C -2.415881 -3.182569 -2.518851 -0.0060 -0.3288 -0.1951 0.00
C -2.197428 -1.790043 -2.449676 -0.0424 0.3229 -0.1142 0.00
C -2.075135 -1.109635 -1.207266 -0.1143 0.7553 -0.2738 0.00
C -1.957285 -1.875377 0.043404 0.7056 -0.4359 0.3805 0.00
C -3.023302 -2.501987 0.734496 0.1304 -0.1057 0.2722 0.00
C -4.358117 -2.440695 0.289275 -0.2037 -0.1688 0.0304 0.00
C -5.356654 -3.049880 1.000425 0.0599 0.1558 -0.2977 0.00
C -5.072125 -3.724357 2.195038 0.3004 -0.1497 0.2896 0.00
C -3.785959 -3.781157 2.663278 -0.2977 -0.1567 -0.0073 0.00
C -2.729699 -3.190599 1.943691 -0.0311 0.0179 -0.2657 0.00
C -1.395524 -3.283057 2.403410 0.2258 0.1585 -0.2114 0.00
C -0.374947 -2.703079 1.699864 0.1036 -0.2760 0.4045 0.00
C -0.669987 -2.015587 0.521424 -0.6654 0.3181 -0.6084 0.00
S 0.595379 -1.138828 -0.386930 -0.1462 -2.2102 -0.8719 0.01
O 1.656182 -0.961724 0.683110 0.2240 -1.0770 0.4455 0.01
C 1.183377 -2.422878 -1.503891 -0.2624 0.4816 0.0675 0.00
C 1.526992 -1.938895 -2.758764 -0.0864 0.1858 0.0068 0.00
C 1.941320 -2.814225 -3.741205 -0.0196 -0.1843 0.0952 0.00
C 2.004218 -4.180785 -3.489517 0.0408 0.1156 -0.0167 0.00
C 2.459094 -5.112773 -4.567820 0.0371 -0.0331 0.0078 0.00
C 1.650062 -4.651757 -2.227130 -0.0479 0.0920 0.0699 0.00
C 1.233933 -3.780215 -1.233740 0.0041 -0.0452 0.1778 0.00
H -6.708636 -0.045191 3.953463 -0.0370 -0.0071 0.0904 0.00
H -5.516033 -0.861196 4.989843 -0.0586 -0.0149 0.0638 0.00
H -6.213332 -1.697625 3.597508 -0.0724 -0.0349 0.0864 0.00
H -6.125176 0.510758 1.603815 -0.1600 0.0129 -0.0600 0.00
H -4.363663 1.265292 0.066211 -0.1026 0.1032 -0.1989 0.00
H -1.391035 -0.075842 2.819521 0.0207 -0.0022 0.0074 0.00
H -3.150745 -0.876983 4.338467 -0.0139 -0.0151 0.0927 0.00
H -1.484464 2.032061 -2.365066 0.0606 0.0961 -0.0841 0.00
H -1.657489 0.858301 -4.545019 0.0177 0.1386 -0.0382 0.00
H -1.966084 -1.191508 -5.800927 0.0249 0.0116 -0.0814 0.00
H -2.307730 -3.642865 -5.861195 -0.0004 0.0324 -0.0981 0.00
H -2.589514 -4.895742 -3.762528 -0.0417 -0.0864 0.0195 0.00
H -2.574462 -3.735715 -1.605297 0.0839 -0.0990 0.0487 0.00
H -4.577185 -1.926611 -0.633448 -0.0666 0.1139 -0.1241 0.00
H -6.374793 -3.010463 0.646140 -0.1135 0.0149 -0.0861 0.00
H -5.871185 -4.205552 2.740773 -0.0333 -0.0206 0.0518 0.00
H -3.553080 -4.296207 3.584986 -0.0312 -0.0630 0.0647 0.00
H -1.194366 -3.834471 3.311409 0.0297 0.0006 0.0729 0.00
H 0.655695 -2.758032 2.023726 0.0213 -0.0215 0.1057 0.00
H 1.457906 -0.878930 -2.959420 0.0246 0.1302 0.0020 0.00
H 2.208916 -2.442143 -4.718253 0.0114 0.0729 -0.1255 0.00
H 2.253781 -4.686065 -5.547416 0.0013 -0.0723 -0.0660 0.00
H 1.961466 -6.075913 -4.484144 0.0207 -0.0859 -0.0585 0.00
H 3.536028 -5.276729 -4.495669 -0.0035 -0.0546 -0.0137 0.00
H 1.689508 -5.714554 -2.028596 -0.0139 -0.0381 0.0408 0.00
H 0.939175 -4.152014 -0.262738 0.0058 -0.0851 0.0539 0.00
N 4.305295 -1.166049 -0.339357 -0.1043 -0.3964 -0.6016 0.05
N 4.171376 -0.515799 0.857915 0.6434 0.2121 0.4063 0.25
N 4.062441 -1.144895 2.014068 0.0342 -0.6408 0.4631 0.03
C 3.573826 -0.231747 2.812652 0.4964 -0.3464 0.0248 0.05
N 3.332400 0.946160 2.189323 0.9549 0.0102 1.4830 0.15
N 3.735056 0.760980 0.907664 1.6286 0.2550 -0.7572 0.20
H 5.176088 -1.688306 -0.389304 -0.0082 0.3668 0.0910 0.01
H 4.194621 -0.492869 -1.098072 0.0615 -0.1061 0.2783 0.00
H 3.449634 -0.368953 3.871767 -0.1213 -0.1311 0.0461 0.00
C 3.098011 4.507190 -2.791389 0.2703 -0.8308 0.2801 0.00
Si 3.778487 2.893866 -2.009654 -0.2806 -0.3407 0.3805 0.00
C 4.893195 3.290684 -0.494996 -0.5660 -0.1148 -0.6058 0.00
C 4.773062 1.839475 -3.267219 -0.5159 0.5025 0.4488 0.00
Se 1.840683 1.619070 -1.410220 0.8952 1.0627 -1.6471 0.00
H 3.891906 5.095677 -3.239868 0.2323 0.0842 -0.0692 0.00
H 2.595004 5.131553 -2.057058 -0.0344 0.0008 0.1697 0.00
H 2.378154 4.265398 -3.567643 -0.1180 -0.0591 -0.1276 0.00
H 5.681431 2.552419 -0.378840 -0.0018 -0.1839 0.0213 0.00
H 4.321977 3.316174 0.431811 -0.0319 0.0085 -0.0469 0.00
H 5.373801 4.254415 -0.627230 0.0630 0.2813 -0.1023 0.00
H 5.325158 2.493739 -3.933339 0.1653 0.1448 -0.1842 0.00
H 4.117307 1.217106 -3.868413 -0.1617 -0.0115 -0.1105 0.00
H 5.494517 1.187309 -2.782417 0.0702 -0.0493 0.2198 0.00
C -0.252722 5.745987 0.909553 0.0733 -0.2435 -0.0394 0.00
C 0.285938 4.399330 0.435016 0.1610 -0.2271 0.0600 0.00
P 1.205683 3.360639 1.668071 -0.5694 1.4186 0.3457 0.01
C -0.037507 3.118117 3.029935 0.1942 0.0625 -0.2054 0.00
C 0.411913 1.997163 3.965541 -0.0760 0.0649 -0.1396 0.00
C 2.352130 4.630639 2.370791 0.0339 -0.3962 -0.0186 0.00
C 3.507651 4.042967 3.169368 0.1312 0.0299 -0.1213 0.00
H -0.796936 6.217495 0.093672 -0.0589 0.0981 0.0020 0.00
H 0.547429 6.416261 1.207781 0.0705 0.1000 0.0524 0.00
H -0.934286 5.628307 1.747971 -0.1026 0.0429 0.1117 0.00
H 0.989577 4.538798 -0.395783 -0.1807 -0.1192 0.0649 0.00
H -0.537642 3.784400 0.054178 0.2119 0.0690 -0.0567 0.00
H -0.991226 2.846716 2.558645 0.1027 0.1459 0.1026 0.00
H -0.177183 4.050897 3.586471 -0.0906 -0.1042 -0.1088 0.00
H 0.645247 1.090378 3.388410 -0.0421 0.0448 0.2671 0.00
H -0.378984 1.756527 4.674384 0.0324 -0.0977 0.0861 0.00
H 1.302983 2.288353 4.520149 0.0184 -0.1126 0.0177 0.00
H 1.776604 5.319852 2.993660 -0.0178 0.0741 -0.1837 0.00
H 2.754137 5.176250 1.513174 -0.0821 0.1116 0.0082 0.00
H 3.159187 3.512313 4.051592 0.0161 -0.0754 0.0877 0.00
H 4.173056 4.839775 3.493225 0.0666 0.0565 0.0922 0.00
H 4.080660 3.343070 2.561921 -0.0097 0.0141 0.1512 0.00
```
Forces are in eV/Å.